Record 1
Entry from OMol25: a cluster of 5 separate species, C24H44BO6S in total (ωB97M-V with the def2-TZVPD basis set).

```
76
Properties=species:S:1:pos:R:3:forces:R:3:lowdin_charge:R:1
H 2.784734 -0.246095 1.298746 0.157 0.225 0.269 0.09
C -1.117997 0.999067 0.728951 0.583 -0.532 0.784 -0.20
C -0.938648 6.624422 -4.740639 0.211 -0.221 -0.201 -0.01
H 2.397183 -6.764592 4.675609 -0.012 -0.025 -0.013 0.08
O 2.442199 4.422584 -1.166598 -1.028 -1.647 -0.385 0.14
H 2.007137 4.319982 -2.043580 0.663 0.632 -0.144 0.09
H 0.245082 5.729592 -1.590800 -0.027 0.072 0.052 0.06
C 3.628928 0.803656 -1.521937 -0.405 -0.948 0.107 -0.28
H -5.086080 0.231458 -4.776425 -0.082 0.095 0.132 0.09
C -2.829229 2.666665 0.324659 -0.153 -0.174 0.403 -0.05
H -2.778862 1.369424 2.014596 0.176 0.044 -0.122 0.13
H -2.435205 -4.940069 2.357044 0.032 -0.176 0.133 0.09
C -2.273556 1.664137 1.096123 -0.646 0.042 0.289 -0.03
H 3.711246 4.594612 1.919661 0.120 -0.259 0.170 0.08
H 4.322700 3.439774 0.743215 0.100 0.061 0.372 0.07
C -2.184403 3.030724 -0.840236 -0.846 0.587 0.071 -0.09
H -0.580951 2.689196 -2.146858 -0.001 -0.208 0.146 0.12
O 0.252804 -7.333913 3.519672 0.077 -0.049 -0.036 0.05
H 0.462933 -0.057864 -1.737123 0.338 0.238 0.004 0.12
H -0.753779 7.698785 -4.702372 -0.168 0.021 0.087 0.09
H 0.151027 -4.844480 3.028232 -0.101 -0.227 0.136 0.07
H 3.301959 -7.069504 3.181443 0.098 -0.174 -0.001 0.08
C -3.589937 -0.770319 -3.614569 0.017 -0.171 -0.076 -0.50
C 2.594167 -7.496364 3.894089 -0.199 0.186 0.154 -0.02
C 1.302498 -7.842382 3.194337 -0.103 -0.023 0.022 -0.50
C -2.975472 0.389988 -2.868252 0.116 -0.230 -0.061 -0.02
H 3.023095 -8.390019 4.349371 0.128 0.000 -0.134 0.09
H 4.915222 -0.297396 -0.235787 -0.226 -0.002 -0.188 0.13
H 1.752556 -9.800664 2.450770 0.162 0.038 -0.082 0.09
H 2.031409 -8.480392 1.282474 0.136 -0.127 0.060 0.09
C 3.634363 3.555998 1.594815 -0.373 -0.167 -0.846 -0.06
C -1.421464 -3.503436 3.579056 -0.022 0.077 0.057 -0.49
H 0.458997 -0.204491 1.691377 -0.224 -0.101 -0.086 0.06
O -1.474879 -2.290613 3.598966 0.039 -0.089 -0.045 0.04
C 1.375929 -8.848910 2.073377 -0.293 0.072 -0.006 -0.02
H -2.880087 -4.986581 4.083966 0.086 -0.160 -0.106 0.09
C -0.630503 -0.084784 1.677403 -0.200 0.200 -0.178 -0.03
S 2.024956 1.700310 -1.551940 0.267 -0.118 -0.790 1.22
H -2.955900 1.276173 -3.505002 -0.141 0.076 0.107 0.09
B 2.214301 3.276860 -0.462467 0.005 1.385 1.147 -0.61
C 3.827939 -0.140378 -0.320679 0.865 0.019 0.327 -0.27
H -3.477775 -3.680967 3.044581 0.027 0.002 0.017 0.08
H 0.642681 -3.529395 4.112040 -0.058 0.029 0.015 0.08
H -1.124420 -1.027308 1.414228 0.353 0.020 0.149 0.09
O 0.696558 5.088299 -3.962420 0.119 -0.198 0.316 0.06
H -0.187517 7.371147 -2.101845 -0.181 0.026 0.030 0.10
H 3.587269 0.168143 -2.416296 0.085 0.301 0.055 0.10
H 1.777583 2.331965 1.488860 0.108 0.214 0.010 0.08
C 0.748856 0.593923 -0.895559 -0.642 -0.607 -0.391 -0.28
H -2.606840 3.813818 -1.465276 0.194 -0.131 0.026 0.11
H -5.674158 -0.448873 -3.234008 -0.012 0.176 -0.049 0.09
C -0.147722 -4.245424 3.887581 0.124 0.495 0.033 -0.03
H 1.103447 -0.075668 -0.116442 0.224 0.405 -0.030 0.07
H 3.408996 -1.138630 -0.499846 -0.213 0.355 -0.096 0.13
H -2.001687 6.427251 -4.593664 -0.019 0.181 0.076 0.09
O -2.961480 -1.782593 -3.821326 0.029 0.076 0.053 0.07
C -0.134760 5.927039 -3.677221 -0.007 0.021 -0.090 -0.49
H -1.954912 0.134213 -2.592109 -0.025 -0.038 -0.025 0.06
H -5.324214 -1.516233 -4.604812 0.027 0.012 0.015 0.08
O 3.391582 0.400726 0.919972 -0.321 -0.252 -0.466 -0.06
H 1.500909 4.084161 1.430669 0.057 -0.169 -0.104 0.12
H -0.644175 6.251978 -5.719675 0.003 0.004 0.028 0.09
H -1.439747 6.102814 -1.988176 -0.039 0.214 -0.016 0.08
H -0.918083 0.138998 2.708242 -0.048 -0.050 -0.237 0.09
H 3.944928 2.836102 2.352249 -0.122 0.289 0.050 0.08
H 4.460834 1.499703 -1.655860 -0.435 0.263 0.149 0.11
C 2.160936 3.276603 1.090806 0.301 -0.255 0.075 -0.15
C -0.484790 1.347243 -0.462920 0.069 0.118 0.721 -0.26
H -3.752231 3.125581 0.667791 0.164 0.101 -0.228 0.12
H -0.293617 -4.891809 4.752350 0.013 -0.220 -0.174 0.09
H -3.543594 0.596067 -1.959529 -0.049 0.163 -0.070 0.09
C -2.631760 -4.336353 3.244344 -0.144 0.314 -0.039 -0.01
H 0.380677 -9.003763 1.661465 0.014 0.011 0.026 0.08
C -5.013241 -0.611381 -4.087075 0.067 -0.251 -0.082 -0.02
C -1.044713 2.371210 -1.207595 1.023 0.372 -1.308 -0.09
C -0.400234 6.311252 -2.246213 0.186 -0.229 0.032 -0.01
```
Positions in Å, forces in eV/Å.

Values from the calculation:
Spin multiplicity: 1
Net charge: +1

Record 2
Entry from OMol25: a structure of composition C24H44Cl3N2NdO4Si (ωB97M-V with the def2-TZVPD basis set).

```
79
Properties=species:S:1:pos:R:3:forces:R:3:lowdin_charge:R:1
H -0.441458 -1.422438 5.699644 0.157 0.073 0.106 0.09
H -2.599051 3.529321 1.954463 0.223 0.110 -0.339 0.10
C 1.261079 0.292061 -4.394777 0.417 0.121 0.331 -0.20
Si -0.646868 0.215074 -1.723038 0.635 0.709 -1.580 0.38
Cl 2.252467 1.693003 0.642100 -0.185 0.056 0.248 -0.14
H 1.680011 -1.821008 -5.652675 0.048 -0.030 0.196 0.09
H -1.184454 2.642903 -1.679991 0.180 -0.027 -0.064 0.02
H 2.506799 -2.326922 -1.507526 0.216 -0.302 -0.513 -0.03
H -1.647367 1.800369 4.747784 0.292 0.077 0.163 0.12
C 0.408822 2.044360 -6.359491 0.085 -0.031 -0.173 -0.10
C 2.118922 -1.977566 -3.591078 -0.437 0.036 -0.968 -0.23
O -0.863428 -1.458028 2.670417 -0.856 -1.214 0.908 -0.22
C -1.259254 -2.503429 3.241058 0.565 0.177 -0.844 -0.25
O 0.705761 -0.626408 -2.221962 -0.863 0.141 -0.096 -0.27
C 2.434717 -3.827779 -5.230518 0.113 -0.487 -0.204 -0.11
C -0.726978 1.645931 5.326524 0.204 -0.258 -0.480 -0.17
C 1.547768 2.354341 -5.605266 0.037 -0.147 0.003 -0.08
C 2.663432 -2.813461 -2.482068 0.094 -0.044 0.464 -0.07
C 2.026068 -2.453230 -4.841019 0.149 0.525 0.513 -0.12
C -2.076464 -0.296934 -2.820081 -0.380 -0.059 0.016 -0.16
H -0.217782 -3.557408 0.857542 -0.498 -0.114 0.164 0.00
C -2.090991 3.973703 1.087378 -0.023 -0.161 -0.161 -0.01
H -2.249169 3.336039 0.201530 0.096 0.177 0.357 0.09
H -0.633201 -5.248645 3.900652 -0.181 0.062 -0.242 0.10
H 2.131897 3.260869 -5.798981 -0.411 -0.269 0.038 0.10
Cl 1.076264 -1.719452 0.182045 0.822 -0.040 2.013 0.09
H -1.120048 -0.505287 7.725215 0.164 0.049 -0.022 0.11
H 3.524421 -3.968498 -5.185232 -0.183 0.012 0.023 0.08
H -2.351187 0.345251 0.126322 0.273 0.132 -0.244 0.06
C -0.315250 2.052575 -2.007576 0.003 -0.099 0.027 -0.15
N -1.358338 -3.695029 2.642952 -0.215 0.787 0.634 -0.16
N -0.664680 4.144943 1.381673 -0.331 -0.302 0.125 -0.15
H -0.113298 2.276327 -3.061753 -0.085 0.015 0.201 0.02
H 2.118714 -4.012549 -6.258012 0.083 -0.189 0.026 0.07
H 0.069134 2.727869 -7.138992 0.124 -0.127 0.214 0.10
H -2.092590 -1.380356 -2.996513 -0.049 0.155 0.066 0.04
H -0.546849 2.311770 7.372624 -0.087 -0.160 0.013 0.11
H 0.567460 2.326163 -1.409939 -0.231 0.065 -0.132 -0.02
Nd 0.903783 0.146753 2.386679 0.411 -0.857 -1.026 1.23
C 0.158313 -0.048248 -5.184590 0.148 0.374 0.036 -0.07
H -1.546857 -2.495546 4.309769 0.136 -0.066 -0.340 0.14
C -1.569799 -4.882144 3.457212 -0.224 -0.055 0.374 -0.04
H -1.128947 0.555545 -6.793289 0.189 0.268 0.122 0.10
H 3.738604 -3.006865 -2.631602 -0.269 0.003 0.042 0.09
H 2.145291 -3.780703 -2.460464 0.178 0.078 0.099 0.08
H -1.074953 -0.864591 0.441987 -0.297 0.688 -0.028 -0.07
O -0.484262 2.102867 2.407024 0.210 1.644 0.120 -0.25
H -2.506895 4.966467 0.879461 0.054 -0.270 0.111 0.09
C -0.278984 0.837717 -6.170717 0.388 -0.122 0.324 -0.08
H -0.023957 2.469408 5.112147 -0.275 -0.326 0.106 0.12
H -2.073804 1.499153 7.016599 0.227 -0.025 -0.002 0.11
H 1.045373 3.460377 2.295959 -0.227 0.109 -0.120 0.11
C 1.704378 -0.562652 -3.230930 0.018 -0.161 0.219 -0.28
H -2.053687 0.203757 -3.796681 0.030 -0.104 0.267 0.02
H 2.842088 1.676102 -3.973257 -0.347 0.065 -0.313 0.12
H -0.591608 6.086090 0.615039 0.176 -0.082 0.115 0.09
C -1.227740 -3.846089 1.199807 0.595 -0.094 -0.478 -0.05
H 1.980507 -4.595067 -4.588968 0.113 0.127 -0.099 0.07
H -2.001058 -5.665584 2.827147 0.026 0.168 0.289 0.09
H -1.950822 -3.209144 0.673759 0.138 -0.148 0.198 0.10
H 1.187627 -0.738681 5.930218 -0.199 0.083 0.046 0.07
Cl 2.956180 -0.084285 3.952633 0.040 -0.102 0.166 -0.22
C -1.273714 0.138406 0.031232 0.199 -0.388 0.522 -0.26
C 0.117022 -0.508972 5.931576 -0.018 -0.149 -0.541 -0.19
H -0.332338 -1.006658 -5.002628 0.029 0.398 -0.107 0.12
C -0.378569 0.126801 7.232182 0.167 0.241 -0.134 -0.14
H -1.413160 -4.900468 0.968972 -0.020 0.328 -0.069 0.09
H -3.009473 -0.009441 -2.311851 0.083 -0.137 -0.208 0.03
H -2.262114 -4.639970 4.275329 0.137 -0.210 -0.199 0.09
H 0.971430 5.441311 1.217212 -0.201 0.002 -0.133 0.10
H -0.737579 0.933087 0.595453 -0.432 -0.550 -0.385 -0.03
H 0.319695 4.893319 -0.344527 -0.149 -0.040 0.305 0.10
C -0.995266 1.479194 6.825250 -0.140 0.123 -0.137 -0.14
H 0.460603 0.279639 7.913564 -0.140 -0.075 -0.014 0.11
O -0.132335 0.406932 4.829030 -0.261 0.483 0.865 -0.32
C -0.002145 3.226407 2.068040 -0.065 -0.908 -0.187 -0.35
C 0.049525 5.202914 0.676518 0.265 0.105 -0.034 -0.03
C 1.971544 1.473144 -4.606583 -0.389 -0.021 -0.450 -0.04
H 2.603041 -0.118754 -2.767111 -0.269 0.184 -0.113 0.15
```
Positions in Å, forces in eV/Å.

Values from the calculation:
Spin multiplicity: 4

The records above yield ΔE to the lowest compared entry with this formula, charge and spin values of 0.000; 0.993 eV, respectively.
The records above yield DFT total energy values of -49393.178; -97500.488 eV, respectively.